{
  "formula": "C4H8O5",
  "method": "the ωB97M-V functional and the def2-TZVPD basis",
  "largest_force_ha_per_bohr": 0.05852,
  "e_above_lowest_kcal_mol": 73.3,
  "homo_ev": -10.23,
  "total_energy_ha": -533.3288,
  "smiles": "CC(=O)OO.CC(=O)O",
  "species": ["C", "C", "O", "O", "O", "H", "H", "H", "H", "C", "C", "O", "O", "H", "H", "H", "H"],
  "coordinates": [[-1.832, 1.009, -1.280], [-1.320, -0.303, -0.834], [-0.963, -1.256, -1.442], [-0.946, -0.308, 0.600], [-1.263, 0.891, 1.289], [-1.343, 1.787, -0.639], [-1.630, 1.131, -2.346], [-2.897, 1.062, -1.056], [-0.274, 1.082, 1.726], [1.661, -1.588, 0.668], [1.321, -0.134, 0.674], [1.236, 0.593, 1.679], [1.543, 0.445, -0.532], [2.632, -1.733, 0.203], [0.914, -2.102, 0.058], [1.647, -1.987, 1.678], [1.515, 1.411, -0.446]],
  "forces_ev_per_angstrom": [[0.1, 0.6, 0.3], [1.8, 0.6, 1.9], [-0.6, -0.1, 0.1], [-1.1, -0.6, -1.7], [2.2, 0.5, 1.1], [-0.5, -0.6, -0.8], [-0.2, 0.0, 0.2], [-0.1, 0.1, -0.2], [-2.5, -0.7, -1.3], [-0.8, -0.2, -0.1], [2.2, 1.8, 1.0], [-0.1, -1.0, -1.0], [-0.5, -0.4, 0.0], [0.1, 0.1, 0.0], [0.1, -0.1, 0.0], [0.0, 0.1, 0.0], [-0.1, -0.2, 0.3]]
}


{
  "formula": "C43H56ClN8OPV",
  "method": "the ωB97M-V functional and the def2-TZVPD basis",
  "largest_force_ha_per_bohr": 0.00898,
  "e_above_lowest_kcal_mol": 14.7,
  "spin_multiplicity": 3,
  "total_charge": 3,
  "homo_ev": [-15.35, -15.43],
  "s_squared": 2.03,
  "total_energy_ha": -3930.1586,
  "species": ["V", "C", "N", "C", "C", "N", "C", "C", "C", "C", "C", "C", "C", "C", "C", "N", "C", "N", "C", "C", "N", "C", "C", "C", "N", "C", "C", "H", "H", "H", "H", "H", "H", "H", "H", "H", "H", "H", "H", "H", "H", "H", "H", "H", "H", "H", "H", "H", "H", "H", "H", "H", "H", "H", "H", "H", "H", "Cl", "C", "C", "C", "C", "C", "C", "P", "C", "C", "C", "C", "C", "C", "C", "C", "C", "C", "C", "C", "H", "H", "H", "H", "H", "H", "H", "H", "H", "H", "H", "H", "H", "H", "C", "N", "C", "C", "O", "N", "C", "C", "H", "H", "H", "H", "H", "H", "H", "H", "H", "H", "H", "H"],
  "coordinates": [[-1.014, 0.072, 0.421], [2.156, 3.887, -2.006], [0.866, 3.436, -1.484], [-0.007, 4.512, -1.043], [0.585, 2.119, -1.378], [-0.061, 1.581, -0.315], [-0.222, 2.312, 0.902], [0.836, 2.922, 1.526], [0.660, 3.601, 2.742], [-0.554, 3.583, 3.365], [-1.656, 2.897, 2.802], [-2.890, 2.871, 3.489], [-3.979, 2.220, 2.974], [-3.875, 1.575, 1.736], [-2.717, 1.622, 0.993], [-2.638, 0.908, -0.242], [-3.596, 0.989, -1.187], [-4.370, 2.083, -1.333], [-3.927, 3.426, -1.000], [-5.786, 1.985, -1.687], [-3.737, -0.020, -2.054], [-4.267, 0.185, -3.403], [-3.398, -1.399, -1.750], [-1.531, 2.268, 1.523], [0.958, 1.308, -2.365], [1.150, 1.782, -3.737], [1.019, -0.127, -2.180], [2.049, 4.404, -2.958], [2.829, 3.042, -2.122], [2.588, 4.578, -1.281], [0.442, 5.077, -0.224], [-0.966, 4.123, -0.718], [-0.173, 5.187, -1.885], [1.813, 2.868, 1.065], [1.494, 4.122, 3.190], [-0.693, 4.087, 4.310], [-2.956, 3.375, 4.442], [-4.911, 2.197, 3.519], [-4.729, 1.045, 1.332], [-2.850, 3.438, -0.874], [-4.405, 3.790, -0.089], [-4.190, 4.088, -1.826], [-6.098, 0.947, -1.704], [-5.987, 2.444, -2.654], [-6.361, 2.509, -0.923], [-4.200, 1.236, -3.672], [-5.299, -0.152, -3.489], [-3.654, -0.398, -4.089], [-3.112, -1.507, -0.705], [-2.584, -1.735, -2.397], [-4.267, -2.036, -1.929], [0.640, 2.732, -3.876], [0.712, 1.041, -4.403], [2.206, 1.890, -3.981], [1.375, -0.343, -1.173], [1.728, -0.547, -2.894], [0.039, -0.582, -2.370], [-2.562, -1.364, 1.865], [-2.621, -3.025, 1.193], [-3.693, -3.801, 1.571], [-3.763, -5.086, 1.041], [-2.780, -5.542, 0.174], [-1.706, -4.730, -0.168], [-1.611, -3.435, 0.339], [-0.160, -2.357, 0.154], [0.832, -3.054, -1.172], [2.193, -3.271, -0.971], [2.969, -3.784, -2.002], [2.395, -4.065, -3.231], [1.040, -3.832, -3.442], [0.260, -3.327, -2.417], [0.668, -2.665, 1.723], [1.075, -3.954, 2.070], [1.558, -4.207, 3.342], [1.604, -3.186, 4.285], [1.184, -1.906, 3.951], [0.725, -1.651, 2.668], [-4.444, -3.432, 2.252], [-4.585, -5.729, 1.317], [-2.842, -6.542, -0.228], [-0.936, -5.113, -0.822], [2.645, -3.039, -0.015], [4.020, -3.975, -1.839], [3.000, -4.474, -4.028], [0.597, -4.058, -4.400], [-0.801, -3.172, -2.586], [1.019, -4.763, 1.354], [1.887, -5.201, 3.604], [1.965, -3.392, 5.283], [1.217, -1.115, 4.687], [0.443, -0.623, 2.422], [4.430, -0.539, -1.303], [4.655, -0.176, 0.079], [5.976, -0.511, 0.586], [3.635, 0.286, 0.853], [2.443, 0.029, 0.590], [3.991, 1.057, 1.927], [3.158, 1.124, 3.103], [5.160, 1.921, 1.958], [4.729, -1.575, -1.477], [5.021, 0.096, -1.968], [3.376, -0.439, -1.538], [6.215, -1.528, 0.272], [5.985, -0.480, 1.672], [6.748, 0.156, 0.200], [2.181, 0.715, 2.880], [3.041, 2.161, 3.422], [3.606, 0.571, 3.932], [5.883, 1.608, 2.713], [4.839, 2.937, 2.200], [5.648, 1.941, 0.991]],
  "forces_ev_per_angstrom": [[-0.1, 0.2, -0.4], [0.0, 0.0, 0.0], [0.0, -0.2, 0.0], [-0.1, 0.0, 0.1], [0.0, -0.1, 0.0], [0.0, 0.2, 0.1], [-0.2, -0.1, -0.1], [0.0, 0.0, 0.1], [0.0, 0.0, -0.1], [-0.1, -0.1, 0.0], [-0.1, 0.0, 0.1], [0.0, 0.0, -0.1], [0.1, 0.0, 0.0], [-0.1, 0.1, 0.1], [0.0, 0.3, -0.1], [0.2, 0.0, 0.4], [0.1, 0.1, -0.3], [0.1, -0.3, 0.1], [0.1, 0.0, 0.1], [0.0, 0.0, 0.0], [-0.2, 0.0, 0.0], [0.0, 0.0, 0.0], [0.1, -0.1, 0.1], [0.0, -0.1, 0.0], [0.1, 0.1, -0.1], [-0.1, 0.0, 0.1], [-0.2, -0.1, 0.0], [0.0, 0.0, 0.0], [0.0, 0.0, 0.0], [0.0, 0.0, 0.0], [0.0, 0.0, 0.0], [0.0, 0.0, 0.0], [0.0, 0.0, 0.0], [0.0, 0.0, 0.0], [0.0, 0.0, 0.0], [0.0, 0.0, 0.1], [0.0, 0.0, 0.1], [0.0, 0.0, 0.0], [0.0, 0.0, 0.0], [0.0, 0.0, 0.0], [0.0, 0.0, 0.0], [0.0, 0.0, 0.0], [-0.1, 0.0, 0.0], [0.0, 0.0, 0.0], [0.0, 0.0, 0.0], [0.0, -0.1, 0.0], [0.0, 0.0, 0.0], [0.0, 0.0, 0.0], [-0.1, 0.1, -0.2], [0.0, 0.0, 0.1], [0.0, 0.0, 0.0], [0.0, 0.0, 0.0], [0.0, 0.0, 0.0], [0.0, 0.0, 0.0], [-0.1, 0.0, -0.1], [-0.1, 0.0, 0.0], [0.1, 0.0, 0.0], [0.0, -0.3, 0.1], [-0.1, 0.3, 0.2], [0.1, -0.1, -0.1], [0.0, 0.1, 0.0], [0.0, 0.0, 0.0], [-0.1, 0.0, 0.0], [0.0, -0.1, 0.0], [0.0, 0.0, 0.0], [0.1, 0.0, 0.0], [0.0, 0.0, 0.0], [-0.1, 0.0, 0.0], [0.0, 0.0, 0.0], [0.0, 0.0, 0.0], [-0.1, 0.0, 0.0], [-0.1, -0.1, 0.0], [0.1, 0.0, 0.0], [0.0, 0.1, 0.0], [0.0, 0.1, 0.0], [0.0, -0.1, 0.0], [0.1, 0.2, 0.2], [-0.1, 0.0, 0.1], [-0.1, 0.0, 0.0], [0.0, 0.0, 0.0], [0.1, 0.0, 0.0], [0.0, 0.0, 0.0], [0.1, 0.0, 0.0], [0.0, 0.0, 0.0], [0.0, 0.0, -0.1], [0.0, 0.0, 0.0], [0.0, 0.0, -0.1], [0.0, -0.1, 0.0], [0.0, 0.0, 0.0], [0.0, 0.0, 0.0], [0.0, -0.1, 0.0], [-0.1, -0.1, 0.0], [0.0, 0.1, 0.0], [0.0, 0.0, 0.1], [0.1, 0.0, 0.1], [-0.1, 0.1, 0.1], [0.0, -0.1, -0.1], [-0.1, 0.0, 0.1], [0.1, 0.0, 0.0], [0.0, 0.0, 0.0], [0.0, 0.0, 0.0], [0.2, 0.0, 0.0], [0.0, 0.0, 0.0], [0.0, 0.0, 0.0], [0.0, 0.0, 0.0], [-0.1, -0.1, 0.0], [0.0, 0.0, 0.0], [0.0, 0.0, 0.0], [0.0, 0.0, 0.0], [0.0, 0.0, 0.0], [0.0, 0.0, 0.0]]
}


{
  "formula": "C6H8N2",
  "method": "the ωB97M-V functional and the def2-TZVPD basis",
  "largest_force_ha_per_bohr": 0.11719,
  "e_above_lowest_kcal_mol": 133.7,
  "homo_ev": -8.03,
  "total_energy_ha": -342.7209,
  "smiles": "[H]/N=C(\\C#C)NC(=C)C",
  "species": ["H", "N", "C", "C", "C", "N", "C", "C", "C", "H", "H", "H", "H", "H", "H", "H"],
  "coordinates": [[3.017, -1.910, 0.152], [1.950, -2.046, 0.139], [1.389, -0.906, 0.056], [1.929, 0.361, -0.035], [2.194, 1.550, -0.169], [-0.051, -1.054, -0.092], [-1.157, -0.278, -0.089], [-2.339, -0.805, -0.077], [-0.956, 1.202, 0.232], [2.380, 2.731, -0.372], [0.024, -1.987, -0.211], [-2.799, -1.746, -0.639], [-2.962, 0.182, 0.441], [-0.855, 1.667, -0.818], [-1.838, 1.759, 0.545], [0.075, 1.280, 0.937]],
  "forces_ev_per_angstrom": [[-2.1, -0.4, 0.1], [3.1, 0.6, 0.1], [-3.1, -1.5, -0.5], [1.6, 4.8, -0.4], [0.3, 1.1, -0.5], [4.7, 2.6, -0.2], [1.8, 1.4, 1.9], [-5.9, 1.4, -0.2], [3.0, -0.1, -0.7], [-0.5, -3.9, 0.8], [-1.9, -4.0, -0.5], [1.2, 2.1, 1.9], [0.2, -3.7, -2.1], [0.8, -0.4, 1.6], [0.0, -0.6, 0.8], [-3.4, 0.5, -2.0]]
}


Number 3 is which compound?
C6H8N2